A structure of composition C27H28AsBrF4PS5Si2Sn, computed with wB97M-V/def2-TZVPD.

Summary:
Gap between HOMO and LUMO ... 5.9 eV
HOMO ... -3.93 eV
Largest force on an atom ... 0.76 eV Å⁻¹
Charge ... -1
Energy above the lowest of the compared OMol25 structures with the same formula, charge and spin ... 0.0 kJ/mol
LUMO level ... 1.96 eV

Geometry as XYZ:
```
70
Properties=species:S:1:pos:R:3:forces:R:3:mulliken_charge:R:1
Sn -0.21360 -0.53150 0.50350 -0.454 -0.434 0.151 0.189
S 6.09580 -4.09930 -0.83780 0.251 -0.183 -0.057 -0.298
C 4.68690 -3.31450 -0.54100 -0.245 0.097 0.037 0.106
S 3.68760 -2.63660 -1.78920 0.216 -0.118 0.465 -0.079
C 2.47640 -1.92260 -0.74490 0.322 -0.345 0.222 0.266
C 2.63730 -2.12560 0.57870 0.442 -0.351 -0.393 -0.082
S 1.65670 -1.55860 1.86830 -0.372 0.310 0.536 -0.365
S 4.03120 -3.08270 1.05010 0.087 0.112 -0.584 -0.138
S 1.23270 -1.02260 -1.52680 -0.367 0.600 -0.247 -0.541
F -3.20050 7.46620 -0.17430 0.328 -0.296 0.032 -0.301
C -2.33970 6.43900 -0.10440 0.156 -0.088 -0.020 0.525
C -1.01100 6.60330 -0.49940 -0.222 0.131 0.023 0.177
F -0.59130 7.80330 -0.92910 -0.133 -0.247 0.086 -0.303
C -0.12970 5.53230 -0.44120 -0.138 -0.235 0.221 0.272
F 1.14140 5.74940 -0.80990 -0.291 0.185 0.066 -0.406
C -0.53580 4.27290 -0.00120 -0.407 0.291 -0.268 -0.021
P 0.47320 2.72790 0.01230 0.325 0.439 0.046 0.110
C 1.51830 3.15660 1.45860 -0.051 -0.065 -0.230 0.836
C 1.19000 2.56840 2.67460 -0.065 -0.087 -0.087 -0.273
C 1.91590 2.86940 3.81400 0.063 0.141 0.093 -0.745
C 2.97120 3.76430 3.73980 -0.002 -0.118 0.113 -0.470
C 3.30230 4.35090 2.52830 0.163 0.154 -0.002 -0.836
C 2.57980 4.05470 1.38810 0.024 -0.063 0.100 0.059
C 1.59610 2.96910 -1.39120 -0.073 -0.155 0.012 0.450
C 1.12010 3.47480 -2.59540 0.040 -0.005 0.074 -0.557
C 1.93330 3.49590 -3.71180 -0.035 -0.039 -0.087 -0.729
C 3.21420 2.97310 -3.64160 0.112 0.002 -0.134 -0.538
C 3.67680 2.42360 -2.45690 0.136 -0.010 -0.116 -0.757
C 2.87010 2.41160 -1.33680 -0.116 0.095 0.092 -0.628
C -1.87030 4.13830 0.40640 0.224 0.134 -0.091 -0.017
Br -2.47570 2.46530 1.03040 -0.257 0.140 0.090 -0.099
C -2.76010 5.19800 0.36320 0.037 0.119 -0.014 0.280
F -4.02950 5.03950 0.75830 0.187 0.200 -0.113 -0.336
H 0.37010 1.86270 2.72070 -0.019 -0.052 -0.006 0.276
H 1.66160 2.40690 4.75610 -0.015 -0.064 0.064 0.428
H 3.55020 3.98850 4.62460 0.026 0.038 0.060 0.378
H 4.13360 5.04290 2.47090 0.003 0.002 0.011 0.394
H 2.85060 4.50500 0.44440 -0.003 0.022 -0.028 0.390
H 0.10990 3.85780 -2.65430 -0.067 0.062 -0.049 0.469
H 1.55980 3.90710 -4.63910 0.002 0.019 -0.070 0.404
H 3.84650 2.97910 -4.51850 0.047 0.000 -0.037 0.389
H 4.66740 1.99540 -2.40730 0.067 -0.050 -0.010 0.435
H 3.22400 1.97030 -0.41420 0.049 -0.048 0.009 0.554
C -5.00370 -3.16260 -0.71690 0.635 0.311 -0.109 -1.107
Si -3.38430 -2.21470 -1.14610 -0.710 0.016 -0.271 0.448
C -3.83730 -0.35360 -1.16050 0.374 -0.563 0.174 -0.936
C -2.96780 -2.62470 -2.97320 0.093 0.067 0.707 -1.104
As -1.83490 -2.71280 0.57330 0.077 -0.283 -0.619 0.043
Si -0.73940 -4.59200 -0.38720 0.005 -0.672 0.051 0.445
C -2.06290 -5.98980 -0.41960 0.361 0.574 0.021 -1.157
C 0.00720 -4.44930 -2.14720 -0.266 0.153 0.615 -0.895
C 0.58900 -5.18740 0.85570 -0.361 0.414 -0.368 -0.781
H -5.79950 -2.98760 -1.43500 -0.117 0.112 -0.241 0.345
H -5.36170 -2.85560 0.26180 -0.020 0.062 0.194 0.300
H -4.82000 -4.23210 -0.67490 0.074 -0.212 0.020 0.249
H -4.73810 -0.15290 -1.73240 -0.211 -0.106 -0.160 0.400
H -3.03050 0.22480 -1.60410 0.175 0.128 -0.047 0.261
H -3.99210 0.02040 -0.15300 -0.037 0.062 0.198 0.155
H -3.73820 -2.26050 -3.64820 -0.251 0.119 0.015 0.408
H -2.86650 -3.69290 -3.13420 0.041 -0.222 -0.002 0.264
H -2.03150 -2.15370 -3.25760 0.228 0.053 -0.046 0.283
H -2.79380 -5.81310 -1.20380 -0.172 0.060 -0.160 0.244
H -2.59210 -5.99590 0.53060 -0.076 -0.003 0.138 0.295
H -1.63950 -6.97810 -0.57620 0.210 -0.154 -0.071 0.394
H -0.75500 -4.59230 -2.90650 -0.192 -0.049 -0.093 0.375
H 0.79620 -5.17340 -2.32570 0.129 -0.275 0.131 0.385
H 0.43520 -3.46460 -2.30050 0.055 0.197 0.006 0.118
H 0.21580 -5.08270 1.87180 -0.072 0.015 0.131 0.273
H 1.49690 -4.59590 0.78280 0.120 0.154 -0.018 0.034
H 0.86620 -6.22720 0.70140 -0.067 -0.200 -0.159 0.396
```
Positions in Å, forces in eV/Å.